DFT (the ωB97M-V functional and the def2-TZVPD basis) results for a 10-piece molecular cluster, C4H26NO12 overall in a non-equilibrium geometry.

Results
DFT total energy   -1125.5302 hartree
Expectation value of S²   0.755
2S+1   2
LUMO (alpha / beta)   -0.04 / -3.98 eV
HOMO level (alpha / beta)   -10.61 / -10.49 eV

Each atom is followed by the atoms it is bonded to, with distances in Å.
Geometry (Å):
1 C 1.99198 -0.30784 -1.44489  O2 1.401, C3 1.638, H9 1.088, H10 1.087
2 O 2.35492 0.98125 -1.03287  C1 1.401, H27 0.965
3 C 1.31540 -1.21708 -0.26180  C1 1.638, C4 1.554, N8 1.393, H11 1.082
4 C 0.60297 -2.39048 -0.99102  C3 1.554, C5 1.522, H12 1.093, H13 1.087
5 C -0.29856 -3.00256 0.07224  C4 1.522, O6 1.342, O7 1.202
6 O 0.47627 -3.36544 1.10655  C5 1.342, H14 0.965
7 O -1.49819 -3.07916 0.08280  C5 1.202
8 N 0.45980 -0.29763 0.34115  C3 1.393, H15 1.015, H16 1.064
9 H 1.26796 -0.25519 -2.25472  C1 1.088
10 H 2.94143 -0.77896 -1.68472  C1 1.087
11 H 2.05873 -1.68224 0.37238  C3 1.082
12 H 1.33968 -3.18980 -1.10401  C4 1.093
13 H 0.11003 -2.15993 -1.93254  C4 1.087
14 H 0.02422 -3.68564 1.89705  O6 0.965
15 H -0.51577 -0.34604 0.06522  N8 1.015
16 H 0.55222 0.14058 1.30594  N8 1.064
17 H 1.07392 1.57275 -3.66352  O19 0.955
18 H 0.27916 2.68080 -2.98193  O19 0.958
19 O 0.69058 2.43462 -3.81086  H17 0.955, H18 0.958
20 H 1.63075 2.71703 3.24568  O22 0.966
21 H 2.56052 1.87952 2.42357  O22 0.962
22 O 2.45996 2.77754 2.75287  H20 0.966, H21 0.962
23 H -0.41797 -0.76287 3.43166  O25 0.992
24 H -1.09814 -2.05031 3.09691  O25 0.963
25 O -0.32285 -1.73950 3.57582  H23 0.992, H24 0.963
26 H 1.03389 2.94459 1.36633  O28 0.973
27 H 1.65933 1.41044 -0.52077  O2 0.965
28 O 0.12289 2.78508 1.06284  H26 0.973, H30 1.035
29 H 0.60518 0.66912 3.28040  O31 0.963
30 H -0.06282 1.99697 1.70788  O28 1.035
31 O -0.11887 0.79302 2.65731  H29 0.963
32 H -2.02822 -0.20305 1.75606  O34 0.957
33 H -2.73469 -1.35016 1.12392  O34 0.965
34 O -2.77500 -0.38838 1.18779  H32 0.957, H33 0.965
35 H -2.67365 2.98996 -0.20022  O37 0.967
36 H -2.83244 2.22682 -1.44838  O37 0.965
37 O -2.77684 3.14268 -1.14921  H35 0.967, H36 0.965
38 H -1.08758 -0.53318 -3.30256  O40 0.962
39 H -1.86893 -1.86494 -3.28153  O40 0.962
40 O -1.04386 -1.45820 -3.56396  H38 0.962, H39 0.962
41 H -0.74522 1.62751 -0.34618  O43 0.964
42 H -0.61664 2.50687 -1.54296  O43 0.963
43 O -0.54724 1.58121 -1.28820  H41 0.964, H42 0.963